(1)
The following is a DFT calculation (ωB97M-V/def2-TZVPD) of 6 unconnected molecules or ions with the total composition C26H68N5O2.

```
! RIJCOSX wB97M-V def2-TZVPD def2/J DEFGRID3
* xyz -1 1
O 4.969 0.901 -0.631
O 4.336 -0.718 2.213
N -1.132 3.346 -7.294
N -0.671 -3.034 -1.416
N 0.336 -3.699 7.023
N -0.333 3.647 1.045
N 1.362 0.193 0.153
C 0.888 4.508 0.882
C -2.303 2.773 -0.283
C 0.289 2.593 -5.397
C -1.159 4.370 -8.308
C 0.410 -5.580 5.487
C -0.384 3.776 -6.093
C 0.250 2.922 3.427
C -1.610 -2.809 5.763
C -3.404 2.436 -8.017
C -0.778 3.553 2.472
C 0.653 6.019 1.277
C 5.574 -0.364 1.554
C -0.008 -3.200 8.385
C -0.255 -2.977 -2.829
C -2.534 3.054 -6.899
C 0.265 4.502 -8.925
C -0.197 -5.483 -0.950
C -2.735 -3.182 0.075
C -1.373 3.951 0.043
C 1.192 -2.703 -3.004
C -0.077 -5.080 6.833
C 0.699 -3.872 9.586
C -2.146 -3.186 -1.348
C 5.824 0.819 0.497
C -0.077 -2.728 5.981
C 0.054 -4.022 -0.647
H -1.805 4.105 -9.145
H -1.095 4.550 2.777
H -2.868 2.430 0.583
H 1.697 4.001 1.408
H 2.234 0.462 -0.278
H -2.957 3.014 -1.121
H -1.028 4.308 -5.393
H 0.840 3.029 -4.563
H 0.597 -3.336 10.529
H -2.905 1.624 -8.546
H -0.372 1.785 -5.085
H 0.415 6.134 2.334
H 5.805 1.769 1.030
H 0.190 -1.728 6.322
H -4.316 1.967 -7.648
H 1.765 -3.874 9.357
H 1.438 -1.718 -2.608
H -3.819 -3.064 0.084
H 6.319 -0.222 2.337
H 0.140 -5.666 -1.970
H 0.445 4.453 -6.297
H -3.062 3.933 -6.528
H 0.335 -4.873 9.817
H -0.852 -2.228 -3.350
H -0.106 2.935 4.457
H 0.218 5.274 -9.693
H -1.230 -5.809 -0.825
H -0.168 -5.106 4.693
H 0.894 -0.435 -0.485
H 0.455 -5.649 7.596
H 0.343 -6.668 5.488
H 1.253 4.489 -0.144
H -1.961 4.797 0.401
H 1.820 -3.419 -2.474
H -1.937 -3.735 5.290
H 1.052 2.101 -6.000
H 6.856 0.751 0.154
H 1.476 -5.419 5.325
H -0.483 -3.949 -3.266
H -0.212 -3.917 0.404
H -2.523 -4.073 -1.856
H 1.133 -3.865 -0.631
H -3.722 3.125 -8.800
H 1.584 -2.696 -4.021
H 0.509 3.597 -9.482
H 0.448 -6.149 -0.377
H 0.494 1.897 3.147
H -2.263 -2.419 0.694
H 0.484 -2.892 5.061
H -1.894 -1.965 5.135
H -0.821 4.212 -0.860
H -2.560 -2.336 -1.891
H 1.496 6.624 0.945
H 1.049 4.792 -8.225
H -1.565 5.311 -7.937
H -2.593 -4.169 0.514
H 0.154 -2.123 8.421
H 5.865 -1.280 1.039
H -1.089 -3.326 8.448
H -2.269 -2.699 6.624
H -1.143 -5.259 6.973
H -2.492 2.363 -6.057
H -0.221 6.462 0.801
H -1.616 2.857 2.523
H 1.818 -0.314 0.898
H 0.886 1.050 0.392
H 1.166 3.511 3.466
H -1.652 1.947 -0.569
*
```

Properties
E_LUMO = 1.807 eV
Orbital gap = 0.1149 Eh

Atom charges from the Mulliken analysis, given in e for atoms 1 to 99: atom 1 (O): -0.882, atom 2 (O): -0.820, atom 3 (N): 0.055, atom 4 (N): 0.315, atom 5 (N): 0.021, atom 6 (N): 0.529, atom 7 (N): -0.319, atom 8 (C): -0.826, atom 9 (C): -1.261, atom 10 (C): -1.258, atom 11 (C): -0.429, atom 12 (C): -1.357, atom 13 (C): -0.469, atom 14 (C): -1.325, atom 15 (C): -1.034, atom 16 (C): -1.336, atom 17 (C): -0.522, atom 18 (C): -1.123, atom 19 (C): -0.488, atom 20 (C): -0.458, atom 21 (C): -0.487, atom 22 (C): -0.469, atom 23 (C): -1.226, atom 24 (C): -1.170, atom 25 (C): -1.290, atom 26 (C): -0.588, atom 27 (C): -1.283, atom 28 (C): -0.363, atom 29 (C): -1.375, atom 30 (C): -0.543, atom 31 (C): -0.449, atom 32 (C): -0.721, atom 33 (C): -0.867, atom 34 (H): 0.275, atom 35 (H): 0.384, atom 36 (H): 0.341, atom 37 (H): 0.417, atom 38 (H): 0.353, atom 39 (H): 0.389, atom 40 (H): 0.332, atom 41 (H): 0.411, atom 42 (H): 0.420, atom 43 (H): 0.344, atom 44 (H): 0.275, atom 45 (H): 0.270, atom 46 (H): 0.210, atom 47 (H): 0.392, atom 48 (H): 0.410, atom 49 (H): 0.335, atom 50 (H): 0.236, atom 51 (H): 0.420, atom 52 (H): 0.210, atom 53 (H): 0.281, atom 54 (H): 0.372, atom 55 (H): 0.352, atom 56 (H): 0.313, atom 57 (H): 0.418, atom 58 (H): 0.399, atom 59 (H): 0.416, atom 60 (H): 0.249, atom 61 (H): 0.234, atom 62 (H): 0.215, atom 63 (H): 0.420, atom 64 (H): 0.435, atom 65 (H): 0.458, atom 66 (H): 0.258, atom 67 (H): 0.306, atom 68 (H): 0.248, atom 69 (H): 0.283, atom 70 (H): 0.229, atom 71 (H): 0.342, atom 72 (H): 0.346, atom 73 (H): 0.445, atom 74 (H): 0.376, atom 75 (H): 0.442, atom 76 (H): 0.330, atom 77 (H): 0.395, atom 78 (H): 0.280, atom 79 (H): 0.442, atom 80 (H): 0.281, atom 81 (H): 0.289, atom 82 (H): 0.383, atom 83 (H): 0.413, atom 84 (H): 0.458, atom 85 (H): 0.419, atom 86 (H): 0.403, atom 87 (H): 0.337, atom 88 (H): 0.341, atom 89 (H): 0.269, atom 90 (H): 0.384, atom 91 (H): 0.213, atom 92 (H): 0.310, atom 93 (H): 0.303, atom 94 (H): 0.353, atom 95 (H): 0.373, atom 96 (H): 0.279, atom 97 (H): 0.281, atom 98 (H): 0.316, atom 99 (H): 0.156

---

(2)
The following is a DFT calculation (ωB97M-V/def2-TZVPD) of 2 unconnected molecules or ions with the total composition C4H10OS.

```
! RIJCOSX wB97M-V def2-TZVPD def2/J DEFGRID3
* xyz -1 2
S -0.730 1.836 -0.185
O -0.513 -2.645 -0.524
C -0.553 -4.015 1.425
C 0.926 2.591 0.120
C 1.818 2.752 -1.097
C -0.381 -2.847 0.819
H 0.850 3.552 0.629
H 2.387 3.681 -1.022
H 1.502 1.996 0.843
H -0.366 -4.127 2.486
H -0.728 -4.872 0.793
H -1.440 -2.572 -0.834
H 1.259 2.841 -2.035
H 0.004 -1.974 1.340
H 2.523 1.917 -1.163
H -0.261 0.809 -0.905
*
```

Properties
E_LUMO (spin up / spin down) = 3.365 / 3.360 eV
Orbital gap (spin up / spin down) = 0.0854 / 0.3345 Eh

For each atom in turn, the natural (NBO) charge in e is: atom 1 (S): -0.359, atom 2 (O): -0.911, atom 3 (C): -0.549, atom 4 (C): -0.553, atom 5 (C): -0.648, atom 6 (C): 0.009, atom 7 (H): 0.203, atom 8 (H): 0.191, atom 9 (H): 0.193, atom 10 (H): 0.190, atom 11 (H): 0.195, atom 12 (H): 0.359, atom 13 (H): 0.217, atom 14 (H): 0.153, atom 15 (H): 0.201, atom 16 (H): 0.108

---

In the order shown, the computed DFT total energy values come out to -1455.403599 -631.736157 hartree.
In the order shown, the computed maximum force values come out to 2.61 0.84 eV Å⁻¹.
In the order shown, the computed relative energy (zero: lowest compared OMol25 entry of this formula, charge and spin) values come out to 121.8 20.9 kcal/mol.